3 unconnected molecules or ions with the total composition C32H57BClN3O8PS2 at a distorted geometry, computed with wB97M-V/def2-TZVPD.

```
! wB97M-V def2-TZVPD RIJCOSX def2/J DEFGRID3
* xyz 1 1
C 1.936 -1.001 5.662
C 2.034 -1.704 4.294
C 0.687 -1.972 3.579
C -0.453 -0.972 3.847
N -0.392 0.302 3.107
C -0.827 0.201 1.729
C -2.318 0.510 1.352
O -3.012 1.578 1.898
P -3.433 -0.969 1.815
N -3.911 -0.767 3.296
C -2.166 0.428 -0.240
C -3.059 1.435 -1.003
C -4.553 1.074 -0.847
C -5.374 2.295 -1.372
Cl -4.997 -0.322 -1.879
N -0.706 0.356 -0.590
C -0.203 -1.021 -0.932
O -1.200 -1.829 -1.513
O -0.723 -3.148 -1.502
C -0.312 1.120 -1.817
O -0.847 0.491 -2.969
C -0.776 1.365 -4.062
C 0.425 1.801 -4.546
C 0.509 2.644 -5.629
C -0.655 3.054 -6.233
C -1.870 2.610 -5.748
C -1.950 1.776 -4.658
C -0.021 0.974 0.638
C -0.167 2.511 0.663
B -0.347 3.268 2.060
O -1.267 4.294 2.140
O 0.364 3.039 3.206
C 1.501 0.598 0.686
C 2.476 1.542 1.357
C 2.879 1.495 2.668
C 3.803 2.372 3.182
C 4.392 3.337 2.408
C 4.028 3.387 1.068
C 4.679 4.418 0.167
C 3.105 2.507 0.575
H 1.060 -1.354 6.213
H 2.806 -1.312 6.252
H 1.985 0.090 5.569
H 2.721 -1.212 3.594
H 2.487 -2.686 4.478
H 0.843 -2.038 2.488
H 0.325 -2.975 3.867
H -0.563 -0.712 4.904
H -1.387 -1.492 3.603
H 0.551 0.668 3.154
H -0.842 -0.899 1.596
H -2.632 1.786 2.767
H -2.661 -2.156 1.669
H -4.494 -1.076 0.888
H -3.600 -1.526 3.894
H -2.735 -0.490 -0.426
H -2.982 2.463 -0.635
H -2.877 1.442 -2.080
H -4.842 0.960 0.197
H -5.626 2.161 -2.425
H -6.268 2.426 -0.755
H -4.809 3.230 -1.285
H 0.159 -1.561 -0.048
H 0.667 -0.972 -1.602
H -0.011 -3.153 -2.168
H -0.695 2.145 -1.836
H 0.774 1.172 -1.932
H 1.348 1.472 -4.073
H 1.468 2.983 -6.003
H -0.640 3.715 -7.095
H -2.787 2.929 -6.236
H -2.910 1.438 -4.276
H -1.065 2.769 0.083
H 0.637 3.018 0.113
H -1.898 4.234 1.412
H -0.258 3.186 3.935
H 1.569 -0.373 1.202
H 1.935 0.400 -0.303
H 2.468 0.746 3.341
H 4.080 2.323 4.233
H 5.110 4.045 2.810
H 5.762 4.281 0.097
H 4.515 5.425 0.574
H 4.238 4.418 -0.835
H 2.845 2.562 -0.486
C 0.144 -1.235 -7.206
S 1.492 -1.213 -6.019
O 2.068 0.159 -6.030
C 2.602 -2.263 -6.964
H -0.654 -0.598 -6.826
H 0.493 -0.852 -8.165
H -0.224 -2.255 -7.316
H 2.791 -1.814 -7.939
H 2.155 -3.250 -7.082
H 3.538 -2.351 -6.415
C -0.824 -6.651 3.283
S 0.440 -6.674 4.562
O 1.012 -5.302 4.643
C 1.612 -7.686 3.650
H -1.648 -6.031 3.631
H -0.412 -6.232 2.364
H -1.182 -7.666 3.109
H 1.865 -7.200 2.708
H 1.175 -8.668 3.465
H 2.508 -7.797 4.257
*
```

Calculated values
Orbital gap ... 8.639 eV
LUMO energy ... -0.0813 hartree
HOMO energy ... -10.85 eV

=====

A molecular structure, C32H57DyN4O7PSe2 at a distorted geometry, computed with wB97M-V/def2-TZVPD.

```
! wB97M-V def2-TZVPD RIJCOSX def2/J DEFGRID3
* xyz -1 6
Dy -0.359 -0.066 -1.250
N -0.879 2.401 -1.256
C -1.931 2.808 -0.287
C -2.806 1.635 0.141
O -3.661 1.858 1.019
N -2.537 0.537 -0.606
C -3.462 -0.516 -0.439
C -2.779 -1.872 -0.711
O -3.331 -2.949 -0.617
O -1.545 -1.707 -1.043
H -0.157 3.148 -1.333
H -1.333 2.355 -2.194
H -2.595 3.611 -0.628
H -1.435 3.146 0.633
H -4.280 -0.433 -1.157
H -3.935 -0.432 0.569
O 1.466 0.046 -5.784
C 1.573 1.390 -6.239
C 1.850 2.454 -5.162
C 2.422 3.650 -5.992
O 2.296 4.867 -5.256
C 2.903 2.035 -4.120
Se 2.684 0.969 -2.398
C 0.546 2.983 -4.502
Se -0.890 1.568 -4.288
H 0.704 0.047 -5.103
H 0.616 1.682 -6.779
H 2.408 1.385 -6.945
H 1.861 3.741 -6.958
H 3.494 3.469 -6.286
H 3.135 5.360 -5.348
H 3.299 2.933 -3.672
H 3.756 1.534 -4.632
H 0.089 3.683 -5.221
H 0.735 3.472 -3.527
O 0.619 0.125 0.755
P 0.746 -0.243 2.269
C 2.518 0.016 2.726
C 2.823 0.120 4.255
C 2.998 1.519 4.872
C 3.870 2.428 3.950
C 3.305 2.521 2.522
C 3.321 1.094 1.921
C -0.464 0.747 3.266
C -0.685 0.342 4.781
C -1.062 1.519 5.665
C -2.124 2.429 4.988
C -1.575 2.972 3.647
C -0.276 2.276 3.198
C 0.348 -2.062 2.553
C 1.029 -2.802 3.720
C 0.758 -4.288 3.589
C -0.758 -4.626 3.620
C -1.606 -3.353 3.623
C -1.158 -2.371 2.536
H 2.988 -0.936 2.402
H 3.808 -0.382 4.436
H 2.145 -0.513 4.840
H 3.506 1.484 5.815
H 2.030 2.033 5.044
H 4.858 1.954 3.888
H 4.028 3.432 4.394
H 3.923 3.156 1.879
H 2.327 2.993 2.516
H 4.366 0.734 1.957
H 3.082 1.109 0.883
H -1.368 0.569 2.684
H 0.197 -0.208 5.184
H -1.459 -0.408 4.805
H -0.194 2.169 5.836
H -1.418 1.186 6.643
H -2.428 3.263 5.632
H -3.036 1.793 4.819
H -1.422 4.060 3.685
H -2.391 2.789 2.882
H 0.549 2.604 3.808
H 0.017 2.583 2.185
H 0.820 -2.468 1.623
H 0.706 -2.474 4.712
H 2.122 -2.579 3.682
H 1.323 -4.790 4.364
H 1.161 -4.634 2.601
H -1.001 -5.210 4.487
H -1.064 -5.197 2.742
H -1.528 -2.883 4.621
H -2.654 -3.590 3.421
H -1.779 -1.485 2.577
H -1.390 -2.867 1.568
N 0.025 -1.364 -3.310
C -0.542 -2.077 -4.024
N -1.316 -2.910 -4.683
C -0.770 -3.923 -5.546
C -1.803 -5.026 -5.873
O -3.128 -4.585 -6.207
C -3.604 -3.668 -5.199
C -2.674 -2.484 -5.108
H 0.172 -4.341 -5.114
H -0.450 -3.471 -6.497
H -1.906 -5.758 -5.024
H -1.419 -5.638 -6.748
H -3.800 -4.193 -4.237
H -4.544 -3.289 -5.635
H -2.995 -1.732 -4.391
H -2.619 -1.988 -6.105
*
```

Calculated values
Orbital gap (alpha / beta) ... 5.339 / 5.343 eV
LUMO energy (alpha / beta) ... 0.0743 / 0.0743 hartree
HOMO energy (alpha / beta) ... -3.32 / -3.32 eV

=====

3 unconnected molecules or ions with the total composition C32H57F9N2O11S3 at a distorted geometry, computed with wB97M-V/def2-TZVPD.

```
! wB97M-V def2-TZVPD RIJCOSX def2/J DEFGRID3
* xyz 0 1
C 2.931 -3.776 4.426
C 4.302 -3.765 3.547
C 4.112 -2.906 2.194
O 3.713 -3.547 1.188
O 4.337 -1.512 2.153
C 5.430 -1.182 1.212
C 4.816 -0.663 -0.203
C 4.400 0.866 -0.214
C 4.154 1.495 1.276
N 3.677 2.913 1.074
C 4.296 3.866 2.040
C 3.244 4.431 3.153
C 2.604 5.824 2.703
C 1.893 6.667 3.875
C 1.887 5.969 5.313
O 1.057 4.792 5.409
C -0.349 5.139 5.502
O 3.269 1.259 -1.001
C 2.155 0.389 -1.023
O 1.647 -0.100 0.223
C 0.909 1.074 -1.808
C -0.028 -0.037 -2.532
C -1.164 -0.607 -1.518
C -2.553 0.211 -1.748
C -3.699 -0.243 -0.687
F -3.043 -1.195 0.159
F -4.704 -0.872 -1.502
C -4.228 1.038 0.096
F -4.400 2.185 -0.732
F -3.195 1.397 1.010
S -5.835 0.825 1.040
F -6.767 0.748 -0.332
F -5.970 2.512 1.083
F -4.948 0.970 2.474
F -5.681 -0.832 1.182
F -7.238 0.721 1.929
N 5.521 1.718 -0.793
C 6.814 1.528 -0.153
C 7.281 2.665 0.908
O 7.659 0.629 -0.363
C 5.539 1.679 -2.262
C 5.516 3.112 -3.012
O 5.610 0.675 -2.996
H 2.095 -3.550 3.665
H 2.950 -2.964 5.233
H 2.697 -4.799 4.862
H 4.458 -4.859 3.229
H 5.196 -3.409 4.163
H 5.930 -2.194 0.981
H 6.145 -0.429 1.671
H 5.671 -0.844 -0.956
H 4.022 -1.430 -0.461
H 3.304 0.959 1.829
H 5.063 1.410 1.952
H 2.651 2.866 1.214
H 5.202 3.468 2.594
H 4.588 4.801 1.427
H 2.413 3.659 3.363
H 3.863 4.510 4.119
H 3.449 6.478 2.286
H 1.836 5.731 1.852
H 0.811 6.876 3.560
H 2.438 7.671 3.992
H 1.535 6.775 6.064
H 2.957 5.712 5.652
H -0.512 6.136 6.033
H -0.842 4.324 6.149
H -0.792 5.124 4.438
H 2.418 -0.539 -1.657
H 1.312 0.659 0.762
H 0.265 1.677 -1.061
H 1.295 1.838 -2.580
H -0.603 0.514 -3.366
H 0.578 -0.862 -3.023
H -0.807 -0.272 -0.475
H -1.298 -1.732 -1.601
H -2.880 -0.051 -2.821
H -2.271 1.307 -1.653
H 7.067 2.363 1.982
H 8.412 2.777 0.723
H 6.777 3.644 0.597
H 6.571 3.517 -3.191
H 5.032 3.834 -2.257
H 4.862 3.105 -3.940
O -6.118 -5.947 -1.518
S -7.346 -5.544 -0.870
O -8.161 -6.471 -0.120
C -7.008 -4.118 0.147
C -7.210 -2.932 -0.787
C -8.476 -3.245 -1.587
C -8.369 -4.694 -2.068
H -5.997 -4.180 0.550
H -7.737 -4.107 0.960
H -7.300 -1.998 -0.231
H -6.356 -2.840 -1.466
H -9.352 -3.136 -0.940
H -8.603 -2.560 -2.428
H -9.345 -5.176 -2.116
H -7.875 -4.757 -3.039
O -1.052 -2.333 -4.327
S -1.466 -3.569 -4.954
O -0.537 -4.426 -5.652
C -2.359 -4.541 -3.753
C -3.804 -4.083 -3.897
C -4.057 -3.973 -5.402
C -2.867 -3.228 -6.014
H -1.950 -4.368 -2.757
H -2.250 -5.592 -4.027
H -4.495 -4.781 -3.419
H -3.936 -3.102 -3.427
H -4.125 -4.976 -5.834
H -4.996 -3.459 -5.618
H -2.649 -3.578 -7.024
H -3.031 -2.150 -6.021
*
```

Calculated values
Orbital gap ... 7.225 eV
LUMO energy ... -0.0568 hartree
HOMO energy ... -8.77 eV
SMILES string ... CCC(=O)OCC[C@](CNCCCCCOC)(O[C@@H](O)CCCCC(F)(F)C(F)(F)S(F)(F)(F)(F)F)N(C(C)=O)C(C)=O.O=S1(=O)CCCC1.O=S1(=O)CCCC1

=====

5 unconnected molecules or ions with the total composition C32H58BrN4PSi at a distorted geometry, computed with wB97M-V/def2-TZVPD.

```
! wB97M-V def2-TZVPD RIJCOSX def2/J DEFGRID3
* xyz 0 1
C -0.310 -4.562 2.736
Si 1.007 -3.214 2.700
C 2.650 -3.812 1.999
C 0.340 -1.861 1.548
C 1.465 -0.933 1.066
C 1.080 0.554 0.830
C -0.393 0.845 0.570
C -1.011 0.174 -0.665
C -2.534 -0.031 -0.468
C -2.926 -1.491 -0.288
C -4.334 -1.654 0.312
P -4.305 -1.279 2.152
Br -4.054 -0.809 4.474
C 1.192 -2.360 4.372
C 0.004 -2.008 5.031
C 0.037 -1.340 6.251
C 1.267 -1.022 6.817
C 2.450 -1.370 6.174
C 2.420 -2.043 4.953
H -1.284 -4.078 2.679
H -0.258 -5.218 3.599
H -0.212 -5.130 1.810
H 2.824 -4.879 2.112
H 3.490 -3.236 2.378
H 2.617 -3.618 0.926
H -0.373 -1.312 2.163
H -0.152 -2.360 0.718
H 2.284 -0.940 1.788
H 1.883 -1.330 0.141
H 1.696 0.940 0.024
H 1.364 1.111 1.726
H -0.461 1.922 0.402
H -0.954 0.648 1.483
H -0.517 -0.784 -0.822
H -0.827 0.780 -1.548
H -2.827 0.583 0.380
H -3.047 0.341 -1.352
H -2.250 -2.041 0.368
H -2.941 -1.982 -1.260
H -4.652 -2.694 0.187
H -5.055 -1.031 -0.220
H -3.207 -2.138 2.323
H -4.192 0.098 1.944
H -5.589 -1.777 2.384
H -0.952 -2.259 4.590
H -0.896 -1.065 6.720
H 1.280 -0.500 7.763
H 3.403 -1.110 6.615
H 3.346 -2.291 4.457
C 5.227 2.613 -0.415
C 4.791 4.047 -0.690
C 3.343 4.316 -0.268
C 2.436 3.444 -1.019
N 1.742 2.746 -1.607
H 4.631 1.898 -0.985
H 6.270 2.468 -0.699
H 5.127 2.374 0.645
H 4.908 4.264 -1.755
H 5.443 4.731 -0.150
H 3.073 5.353 -0.466
H 3.209 4.131 0.792
C -3.555 1.907 -6.279
C -2.790 0.758 -5.633
C -3.660 -0.081 -4.691
C -4.184 0.740 -3.598
N -4.594 1.380 -2.740
H -3.919 2.614 -5.533
H -2.909 2.456 -6.963
H -4.411 1.537 -6.847
H -1.937 1.157 -5.081
H -2.393 0.103 -6.410
H -3.075 -0.899 -4.267
H -4.497 -0.512 -5.239
C -6.821 -4.781 -7.250
C -6.220 -4.861 -5.852
C -5.666 -3.518 -5.363
C -4.599 -3.036 -6.244
N -3.767 -2.675 -6.944
H -6.071 -4.502 -7.991
H -7.230 -5.747 -7.545
H -7.629 -4.047 -7.289
H -5.423 -5.607 -5.843
H -6.982 -5.199 -5.148
H -5.260 -3.616 -4.355
H -6.457 -2.766 -5.334
C 8.272 4.959 3.468
C 7.836 6.397 3.208
C 6.379 6.660 3.607
C 5.465 5.807 2.846
N 4.763 5.126 2.251
H 7.689 4.252 2.876
H 9.319 4.824 3.201
H 8.157 4.698 4.522
H 7.972 6.630 2.151
H 8.478 7.077 3.770
H 6.113 7.700 3.419
H 6.231 6.462 4.669
*
```

Calculated values
Orbital gap ... 9.221 eV
LUMO energy ... 0.0164 hartree
HOMO energy ... -8.78 eV
SMILES string ... C[Si](C)(CCCCCCCC[PH3]Br)c1ccccc1.CCCC#N.CCCC#N.CCCC#N.CCCC#N